(1)
The following is a DFT calculation (ωB97M-V/def2-TZVPD) of a cluster of 19 separate species, C9H54NO19 in total at a distorted geometry.

- Net charge: -1
- HOMO-LUMO gap: 5.50 eV
- 2S+1: 1
- HOMO: -3.8 eV

XYZ file:
```
83
Properties=species:S:1:pos:R:3:forces:R:3:lowdin_charge:R:1
C 19.3508 -14.0825 -22.9888 1.295 -0.932 -0.136 0.00
C 20.4174 -14.1276 -24.1433 -2.124 0.673 -0.111 -0.47
C 19.6039 -14.5457 -25.4091 0.225 -0.353 -0.564 -0.14
C 18.7734 -13.4438 -26.0266 -0.843 -0.054 0.512 -0.20
C 19.5678 -12.1968 -26.2111 1.234 -0.088 -0.345 -0.15
C 20.2402 -11.7163 -24.9133 -0.664 1.386 0.009 -0.47
N 21.0075 -12.8048 -24.3302 1.744 -0.403 -1.171 -0.16
O 21.9371 -12.4267 -23.3024 -1.095 0.286 -0.182 -0.26
C 19.1758 -11.0557 -23.9580 0.511 0.274 0.179 -0.02
C 21.1230 -10.5204 -25.3372 0.429 -0.155 0.182 -0.03
C 21.4126 -15.2598 -23.9537 0.838 0.047 -0.008 -0.05
H 19.2900 -15.0949 -22.5812 -0.386 0.110 0.145 0.06
H 18.3667 -13.7956 -23.3449 -0.003 0.217 0.120 0.08
H 19.7264 -13.4221 -22.2135 -0.313 -0.007 0.137 0.05
H 18.9469 -15.3826 -25.1518 0.017 0.028 0.286 0.12
H 20.2420 -14.9661 -26.1962 0.403 0.242 0.151 0.11
H 17.9362 -13.2370 -25.3473 -0.062 0.091 -0.064 0.10
H 18.2976 -13.7298 -26.9698 0.151 -0.301 0.001 0.11
H 18.9879 -11.4415 -26.7447 -0.069 0.328 0.510 0.09
H 20.4177 -12.3746 -26.8812 -0.075 -0.291 -0.143 0.12
H 18.1402 -11.3326 -24.1658 0.085 -0.672 0.520 0.07
H 19.1323 -9.9605 -23.9632 0.395 0.041 -0.525 0.07
H 19.5675 -11.2342 -22.9562 -0.794 -0.318 0.170 0.05
H 20.4460 -9.8080 -25.8077 0.223 0.041 -0.295 0.06
H 21.9675 -10.7699 -25.9847 -0.286 -0.309 -0.286 0.09
H 21.5880 -9.9860 -24.5122 -0.329 -0.095 0.185 0.05
H 22.0878 -15.1953 -23.0962 -0.304 0.349 0.245 0.06
H 22.0850 -15.3052 -24.8134 -0.095 0.164 -0.136 0.05
H 20.9049 -16.2265 -23.9321 -0.202 0.082 0.107 0.10
O 18.5477 -14.4266 -19.3996 0.064 0.086 0.410 -0.07
H 19.4569 -14.0854 -19.4354 0.003 -0.046 -0.217 0.02
H 18.2872 -14.3338 -18.4775 -0.009 0.130 -0.059 0.04
O 22.2650 -15.0096 -28.5560 -0.212 -0.222 -0.225 -0.07
H 22.2164 -15.7703 -27.9406 0.242 0.376 0.039 0.00
H 23.0140 -15.2074 -29.1269 0.041 -0.004 0.085 0.05
O 18.4071 -8.9928 -27.3536 -0.321 0.265 0.090 -0.05
H 18.0012 -8.4043 -26.7052 -0.063 -0.132 -0.009 0.05
H 17.9001 -9.8089 -27.2948 0.134 -0.048 -0.008 0.04
O 23.7364 -17.4090 -24.0437 0.053 0.072 0.265 -0.04
H 23.3757 -16.9150 -23.2944 -0.029 0.005 -0.088 0.03
H 23.8412 -18.3079 -23.7164 -0.030 0.016 -0.047 0.06
O 22.7801 -17.0718 -26.7383 -0.108 -0.034 0.048 -0.06
H 23.6117 -17.4319 -27.0607 0.022 0.045 0.092 0.06
H 22.9617 -16.8277 -25.8123 0.044 -0.241 -0.220 0.01
O 20.3382 -6.8382 -27.2514 -0.155 0.062 0.005 -0.07
H 21.0782 -7.1053 -27.8042 -0.010 -0.048 0.042 0.04
H 19.7076 -7.5687 -27.3234 0.384 -0.007 -0.150 -0.02
O 21.7177 -12.3069 -29.4821 0.064 0.006 -0.149 -0.07
H 22.0616 -13.1734 -29.2095 -0.182 0.027 0.201 0.00
H 20.7719 -12.4393 -29.5853 0.014 0.019 0.065 0.03
O 24.3553 -11.8375 -28.3864 0.013 0.050 0.168 -0.07
H 23.4852 -11.5128 -28.6521 -0.006 -0.130 0.024 0.00
H 24.2282 -12.1803 -27.4894 0.006 -0.051 -0.096 0.02
O 16.3756 -8.7401 -22.8400 -0.185 0.314 -0.328 -0.04
H 16.6540 -7.8227 -22.9550 -0.064 -0.053 0.027 0.06
H 16.2508 -9.0732 -23.7349 0.069 -0.092 0.073 0.05
O 24.2113 -13.6929 -25.3065 -0.018 -0.476 -0.097 -0.07
H 23.2854 -13.7231 -25.0183 0.077 0.324 0.010 0.00
H 24.5378 -12.8586 -24.9442 -0.051 0.122 -0.088 -0.01
O 24.3152 -11.1656 -24.2746 -0.123 0.011 0.216 -0.09
H 24.1747 -10.2214 -24.3606 0.124 -0.012 -0.169 0.03
H 23.4449 -11.5246 -23.9626 -0.255 -0.236 0.185 0.00
O 18.9874 -16.8997 -20.6226 0.001 -0.606 0.095 -0.08
H 19.6485 -16.3683 -21.0727 0.045 0.088 0.139 -0.01
H 18.8811 -16.4593 -19.7676 -0.020 0.258 -0.390 0.01
O 18.2512 -9.2195 -20.8548 -0.145 0.076 -0.130 -0.08
H 17.6987 -9.1009 -21.6462 0.170 -0.299 0.375 -0.03
H 18.4071 -10.1688 -20.8050 0.206 0.049 0.050 0.02
O 21.4736 -14.6716 -20.1665 -0.209 -0.253 -0.033 -0.05
H 22.1094 -14.0415 -19.8180 0.058 -0.015 -0.095 0.04
H 21.3911 -14.4328 -21.1015 0.135 0.198 0.088 0.01
O 22.4692 -9.4913 -22.3099 -0.138 0.032 -0.003 -0.07
H 22.0562 -10.2211 -22.8063 0.155 -0.263 0.385 -0.02
H 23.0884 -9.0983 -22.9293 0.013 0.055 0.064 0.01
O 24.4810 -14.8195 -21.9487 0.147 -0.213 0.059 -0.06
H 24.7627 -15.2275 -22.7766 0.042 0.241 -0.076 0.02
H 24.6631 -13.8808 -22.0722 -0.203 -0.012 -0.170 0.04
O 18.6389 -16.1511 -29.7236 -0.076 0.023 0.036 -0.06
H 18.8987 -16.6598 -28.9486 0.040 0.034 -0.020 0.03
H 18.9785 -15.2666 -29.5520 0.088 -0.066 0.008 0.02
O 20.6873 -11.7815 -20.5966 -0.439 -0.008 0.313 -0.07
H 20.5993 -11.8907 -21.5562 0.634 -0.034 -0.045 -0.03
H 21.6363 -11.8212 -20.4535 0.058 0.233 -0.237 0.03
```
Positions in Å, forces in eV/Å.


(2)
The following is a DFT calculation (ωB97M-V/def2-TZVPD) of a structure of composition C9H58NO21Pd at a distorted geometry.

- Net charge: +1
- HOMO-LUMO gap (spin up / spin down): 8.79 / 7.68 eV
- 2S+1: 3
- HOMO (spin up / spin down): -12.5 / -12.5 eV

XYZ file:
```
90
Properties=species:S:1:pos:R:3:forces:R:3:lowdin_charge:R:1
Pd 1.8669 4.0400 0.7486 0.532 -0.118 -0.248 0.78
C 0.6090 -0.8366 2.0384 0.886 2.081 -0.510 0.01
C 1.2885 -0.7782 0.5680 -1.496 -1.268 1.021 -0.41
C 0.6976 -2.0455 -0.0816 0.600 -0.207 -0.688 -0.16
C -0.7604 -1.9958 -0.5338 1.209 0.891 0.616 -0.15
C -0.9805 -0.7193 -1.4002 0.426 -1.601 0.388 -0.10
C -0.4652 0.6184 -0.8064 -0.245 1.156 -0.931 -0.41
N 0.9113 0.4432 -0.2402 2.413 3.522 2.230 0.03
O 1.6867 1.7018 0.0987 -3.284 -5.392 -1.381 -0.15
C -1.4696 1.1954 0.2581 -0.153 -1.131 -0.242 -0.01
C -0.3905 1.5926 -2.0436 0.008 -0.031 1.152 -0.01
C 2.8033 -1.0312 0.5852 -0.756 1.291 -0.242 0.00
H -0.4809 -0.8318 2.0538 0.071 -0.348 -0.409 0.07
H 0.8790 0.0748 2.5719 -0.064 0.184 0.001 0.06
H 0.9754 -1.6301 2.6897 0.079 -0.348 -0.678 0.07
H 0.8791 -2.8208 0.6628 -0.294 -0.072 0.054 0.10
H 1.3535 -2.3647 -0.8915 -0.121 0.130 -0.483 0.12
H -1.3251 -2.0094 0.3984 -0.616 0.182 -0.208 0.10
H -0.9525 -2.9274 -1.0661 -0.183 0.356 -0.243 0.10
H -2.0183 -0.7279 -1.7332 -0.182 0.752 0.338 0.12
H -0.4618 -0.8914 -2.3434 0.350 0.054 -0.042 0.12
H -1.1650 1.9047 1.0278 0.787 -0.169 -0.274 0.06
H -1.8672 0.3076 0.7497 -0.152 0.099 0.429 0.08
H -2.3306 1.6736 -0.2089 0.285 -0.124 -0.560 0.05
H -0.3051 2.6106 -1.6638 0.009 0.078 -0.244 0.06
H -1.3179 1.4759 -2.6045 -0.050 0.106 0.082 0.09
H 0.4292 1.3860 -2.7317 0.067 -0.219 0.223 0.06
H 3.3320 -0.1609 0.9741 0.221 -0.227 0.353 0.06
H 3.0998 -1.1007 -0.4614 0.281 -0.335 0.106 0.08
H 3.0038 -1.9626 1.1147 0.107 0.237 -0.081 0.09
O 0.3619 -3.4035 4.3603 0.211 -0.103 -0.256 -0.03
H -0.5934 -3.4406 4.4087 -0.293 -0.121 0.012 0.06
H 0.5895 -2.5606 4.7527 0.070 0.369 0.612 0.01
O 0.5864 4.6205 -3.6145 0.003 -0.066 0.531 -0.03
H 0.4244 4.2573 -4.4852 0.132 -0.245 -0.379 0.05
H 0.4782 5.5652 -3.7246 -0.003 0.334 -0.040 0.06
O 4.5693 1.8828 -0.4533 0.164 0.308 0.207 -0.06
H 3.6948 1.4944 -0.4289 -0.468 0.021 -0.063 -0.05
H 5.1602 1.1374 -0.5603 0.306 -0.106 -0.091 0.04
O 1.0621 -0.8318 -5.1468 -0.348 0.106 -0.186 -0.05
H 1.5515 -0.3359 -4.4905 0.419 0.287 0.242 -0.03
H 0.9645 -1.7041 -4.7650 -0.068 -0.321 -0.023 0.03
O 2.7199 0.1745 -2.7853 -0.041 0.151 -0.294 -0.02
H 3.0244 -0.7302 -2.7146 0.233 -0.356 -0.137 0.06
H 2.3002 0.3529 -1.9437 -0.215 0.170 0.331 -0.01
O -2.4110 1.3917 3.9001 0.327 0.068 0.022 -0.02
H -3.0586 2.0731 4.0806 -0.264 0.168 0.124 0.07
H -1.8872 1.7432 3.1801 0.161 0.176 -0.210 0.02
O 2.3611 -4.2556 2.5727 0.251 -0.032 -0.658 -0.03
H 1.8404 -3.9940 3.3321 -0.692 -0.039 0.506 0.00
H 3.0876 -3.6327 2.5538 0.357 -0.064 -0.019 0.04
O 1.1555 -5.4365 0.1633 -0.285 -0.150 -0.131 -0.03
H 0.2105 -5.4113 0.3136 -0.229 -0.206 0.037 0.05
H 1.5339 -5.0384 0.9473 0.522 0.198 0.695 0.01
O -0.1355 4.5565 0.2612 -0.179 0.089 -0.155 -0.09
H -0.8791 4.1401 0.6969 -0.667 -0.234 0.482 0.02
H -0.5249 5.2595 -0.2588 0.160 0.371 -0.222 0.09
O -3.1536 -3.9667 -0.5356 0.019 -0.119 -0.064 -0.03
H -3.7735 -3.6119 0.1016 -0.298 0.041 0.211 0.06
H -2.3621 -4.1442 -0.0274 0.128 -0.124 0.191 0.03
O 2.8750 0.4996 3.8503 0.218 -0.142 0.127 -0.03
H 2.9683 0.3113 2.9164 0.180 -0.059 -0.293 0.01
H 2.4223 1.3424 3.8811 -0.108 0.284 0.150 0.06
O -4.9978 1.5339 0.0856 0.065 0.430 -0.223 -0.02
H -4.1623 1.4072 0.5350 0.194 -0.112 0.397 0.01
H -5.2845 0.6495 -0.1420 -0.236 -0.246 -0.097 0.06
O -3.6908 3.6640 -1.5234 0.435 0.315 0.231 -0.04
H -4.2625 2.9929 -1.1506 -0.756 -0.550 0.125 0.00
H -3.5039 3.3548 -2.4097 0.124 0.023 -0.283 0.06
O 1.3125 -0.6715 5.8587 -0.645 -0.404 0.046 -0.05
H 1.9511 -0.3482 6.4943 0.157 -0.026 0.211 0.05
H 1.7726 -0.6417 5.0198 0.439 0.388 -0.297 -0.02
O 1.9600 2.2658 -5.2425 -0.011 0.339 -0.112 -0.03
H 1.9791 2.4963 -4.3136 0.220 -0.062 0.326 0.00
H 1.0610 1.9770 -5.3996 -0.248 -0.383 -0.228 0.03
O 1.5059 -5.0192 -2.4536 0.152 0.450 -0.865 -0.07
H 0.5849 -5.0339 -2.7139 -0.172 -0.098 -0.214 0.02
H 1.4923 -5.1951 -1.5128 0.073 -0.171 0.638 -0.04
O -3.2398 -2.8421 -3.0713 0.257 0.409 -0.601 -0.05
H -4.0082 -2.3073 -2.8718 -0.241 0.023 -0.049 0.03
H -2.9147 -3.1237 -2.2162 -0.157 -0.351 0.426 -0.03
O 2.5154 4.1860 -1.4482 0.132 0.003 0.362 -0.08
H 1.8334 4.1749 -2.1198 -0.650 -0.007 -0.521 0.00
H 3.2709 4.5849 -1.8799 0.449 0.059 0.085 0.08
O -2.8247 3.7795 1.1808 0.546 -0.188 0.612 -0.04
H -3.5879 4.2609 1.5004 -0.175 0.279 0.168 0.07
H -2.9988 3.6446 0.2493 -0.197 0.107 -0.864 -0.02
O -3.4469 -1.0822 3.6058 -0.139 -0.869 -0.434 -0.08
H -4.1181 -0.8957 4.2622 -0.138 -0.023 0.162 0.03
H -2.8860 -0.3066 3.6091 0.089 0.485 0.213 -0.04
```
Positions in Å, forces in eV/Å.


Electronic energy in eV, matching the order above: -50603.13447, -58232.80422
Energy relative to the best compared isomer or geometry (same formula, charge and spin) in eV, matching the order above: 0.8230, 2.3682